An isolated molecule of C2H5OP, computed with the ωB97M-V functional and the def2-TZVPD basis.

Atoms and positions in Å:
P  -1.108  -0.267  -0.449
O  -2.250  0.266  0.313
C  0.432  -0.711  0.411
C  0.709  0.717  0.015
H  -1.164  -0.001  -1.741
H  1.468  0.843  -0.783
H  0.235  -0.878  1.501
H  0.627  1.478  0.923
H  1.051  -1.446  -0.190

Values from the calculation:
E_tot, Eh: -495.70804
Kohn-Sham gap, eV: 8.80
Molecular weight, g/mol: 76.03
SMILES: O=[PH]1CC1
Relative energy (zero: lowest compared OMol25 entry of this formula, charge and spin), kcal/mol: 45.5
LUMO level, eV: 0.4
Charge: 0

***

An isolated molecule of C2H5OPS2, computed with the ωB97M-V functional and the def2-TZVPD basis.

Atoms and positions in Å:
S  1.755  -1.376  -0.087
S  3.300  0.093  1.001
P  4.174  0.970  -0.479
O  2.189  -1.187  -1.473
C  0.454  -0.042  0.230
C  -0.862  -0.701  -0.014
H  -0.726  -1.793  0.065
H  0.612  0.725  -0.497
H  -1.034  -0.699  -1.070
H  -1.549  -0.280  0.699
H  0.673  0.444  1.076

Values from the calculation:
E_tot, Eh: -1292.07064
Kohn-Sham gap (spin up / spin down), eV: 6.27 / 6.27
Molecular weight, g/mol: 140.17
SMILES: CCS(=O)#S#P
Relative energy (zero: lowest compared OMol25 entry of this formula, charge and spin), kcal/mol: 73.9
LUMO level (spin up / spin down), eV: -1.4 / -1.4
Charge: 0

***

A cluster of 2 separate species, C2H5OS in total, computed with the ωB97M-V functional and the def2-TZVPD basis.

Atoms and positions in Å:
S  -1.224  0.466  -1.355
O  0.795  0.775  1.523
C  1.149  -0.363  1.373
C  0.739  -1.237  0.209
H  1.018  -0.661  -0.684
H  1.262  -2.196  0.234
H  1.957  -0.753  2.037
H  -0.338  -1.344  0.051
H  -2.290  1.041  -1.933

Values from the calculation:
E_tot, Eh: -552.63525
Kohn-Sham gap, eV: 6.49
Molecular weight, g/mol: 77.13
Relative energy (zero: lowest compared OMol25 entry of this formula, charge and spin), kcal/mol: 13.9
LUMO level, eV: 4.0
Charge: -1

***

A cluster of 2 separate species, C2H5OS in total, computed with the ωB97M-V functional and the def2-TZVPD basis.

Atoms and positions in Å:
S  1.988  3.446  -0.636
O  -2.579  -2.852  0.492
C  -1.620  -2.126  0.351
C  -0.233  -2.581  0.674
H  0.056  -3.396  0.014
H  -1.756  -1.102  -0.011
H  1.001  4.141  -1.224
H  0.539  -1.811  0.711
H  -0.238  -3.026  1.665

Values from the calculation:
E_tot, Eh: -552.64205
Kohn-Sham gap, eV: 5.65
Molecular weight, g/mol: 77.13
Relative energy (zero: lowest compared OMol25 entry of this formula, charge and spin), kcal/mol: 9.6
LUMO level, eV: 3.2
Charge: -1

***

An isolated molecule of C2H5PS, computed with the ωB97M-V functional and the def2-TZVPD basis.

Atoms and positions in Å:
S  0.796  0.292  -0.711
P  -2.329  0.279  -0.154
C  2.316  0.448  0.135
C  -0.503  -0.173  0.213
H  -2.296  0.252  -1.584
H  3.121  -0.034  -0.360
H  2.232  0.190  1.205
H  -0.378  -0.302  1.207
H  -2.959  -0.952  0.049

Values from the calculation:
E_tot, Eh: -818.56564
Kohn-Sham gap (spin up / spin down), eV: 7.62 / 8.49
Molecular weight, g/mol: 92.10
Relative energy (zero: lowest compared OMol25 entry of this formula, charge and spin), kcal/mol: 21.9
LUMO level (spin up / spin down), eV: 1.1 / -1.3
Charge: 0
2S+1: 3
Expectation value of S²: 2.010

***

An isolated molecule of C2H5PSi, computed with the ωB97M-V functional and the def2-TZVPD basis.

Atoms and positions in Å:
P  0.755  -0.409  -1.055
Si  -1.297  0.957  1.131
C  1.490  0.343  -2.421
C  -0.202  -0.321  0.676
H  -1.920  1.219  2.471
H  -1.212  1.997  -0.040
H  1.968  -0.492  -2.745
H  0.109  -1.094  1.487
H  0.934  -1.800  -0.920

Values from the calculation:
E_tot, Eh: -709.69094
Kohn-Sham gap (spin up / spin down), eV: 5.41 / 5.58
Molecular weight, g/mol: 88.12
Relative energy (zero: lowest compared OMol25 entry of this formula, charge and spin), kcal/mol: 75.3
LUMO level (spin up / spin down), eV: -0.6 / -2.9
Charge: 0
2S+1: 3
Expectation value of S²: 2.017